DFT (ωB97M-V/def2-TZVPD) results for C17H21IN2O3Se2SiTe2Ti as an isolated structure.

The geometry in XYZ format:
```
50
Properties=species:S:1:pos:R:3:mulliken_spin:R:1
Ti -0.29250 -0.23295 -0.03998 0.058
C -0.99796 -0.10656 -4.39026 -0.005
C 0.43302 -0.32869 -3.99573 0.019
N 1.32705 -0.63920 -4.93626 0.147
C 2.58999 -0.83129 -4.52138 -0.061
C 3.02317 -0.76272 -3.21740 0.069
C 4.47065 -0.98096 -2.92565 0.044
O 4.65916 -2.24678 -2.26527 0.007
C 2.08181 -0.45508 -2.18942 -0.002
C 2.49449 -0.47474 -0.82885 0.330
N 1.75426 -0.21210 0.29197 0.141
C 2.45981 -0.11718 1.49532 -0.088
C 3.83230 0.19916 1.51319 0.079
C 4.56339 0.25672 2.68649 -0.020
C 3.95622 0.02413 3.91143 0.053
C 2.59450 -0.23248 3.93184 -0.030
C 1.86090 -0.29532 2.75566 0.052
I -0.18684 -0.61504 2.94695 0.001
C 0.78230 -0.20545 -2.65779 0.117
O -0.19938 0.11096 -1.77561 -0.005
H -1.07260 -0.10764 -5.47633 0.001
H -1.37666 0.83330 -3.98578 -0.002
H -1.64298 -0.88823 -3.98154 -0.002
H 3.31642 -1.06521 -5.29599 -0.001
H 4.84947 -0.17467 -2.28743 -0.002
H 5.02870 -0.96500 -3.86506 0.003
H 5.60224 -2.36718 -2.11978 -0.001
H 3.50225 -0.82639 -0.67259 0.069
H 4.31931 0.44683 0.58179 0.013
H 5.61622 0.50870 2.63960 -0.001
H 4.51747 0.06573 4.83556 0.006
H 2.08689 -0.38471 4.87541 -0.002
Se -2.85818 -0.55056 0.13512 -0.001
Te -3.87552 1.75506 0.26968 0.000
Te -1.88274 3.07103 -0.96415 0.010
Se -0.09042 2.27368 0.60854 -0.002
C 0.92540 -4.32674 1.31205 0.002
Si -0.06346 -3.68128 -0.11793 -0.003
C -1.74495 -4.45273 -0.11727 0.001
C 0.82113 -4.03443 -1.70507 0.007
O -0.21872 -2.04230 0.04162 0.002
H 1.06508 -5.41034 1.24090 0.001
H 0.41725 -4.10612 2.25518 0.000
H 1.91223 -3.85581 1.34407 0.001
H -1.67337 -5.54169 -0.20162 0.000
H -2.34914 -4.07810 -0.94726 0.000
H -2.26965 -4.21027 0.81122 0.000
H 0.92866 -5.11057 -1.87790 0.001
H 1.81957 -3.58597 -1.69545 -0.002
H 0.27576 -3.60621 -2.55140 0.000
```

Results
**2S+1**: 2
**E_LUMO (alpha / beta)**: 2.31 / 2.04 eV
**<S²>**: 0.775
**Total charge**: -1
**HOMO (alpha / beta)**: -3.402 / -4.189 eV
**E**: -211473.653 eV
**Orbital gap (alpha / beta)**: 5.714 / 6.226 eV
**Maximum force**: 1.0 eV/A

=====

DFT (ωB97M-V/def2-TZVPD) results for C25H43Cl2CsGeN4O9P2S2Sb2Se as an isolated structure.

The geometry in XYZ format:
```
92
Properties=species:S:1:pos:R:3:mulliken_charge:R:1
Cs 13.66348 10.62605 10.52153 0.923
N 17.08496 8.51041 8.78402 -0.321
C 17.18576 9.84377 8.58586 0.335
N 16.88640 10.75601 9.45685 -0.137
C 17.06829 12.00711 9.00935 0.369
C 17.46196 12.08440 7.65604 -0.629
S 17.82003 10.57684 7.05771 -0.325
C 16.87275 13.17305 9.87554 0.233
C 17.23138 14.47347 9.48340 -0.720
S 16.59757 15.59719 10.64330 -0.262
C 16.20652 14.24711 11.69776 0.549
N 16.35695 13.04230 11.12396 -0.379
N 15.90160 14.44316 12.96561 -0.348
H 16.39380 8.10409 9.47420 0.465
H 17.46124 7.86750 8.10147 0.171
H 17.58092 13.00832 7.11007 0.316
H 17.65378 14.77453 8.51303 0.281
H 15.57734 15.36416 13.25086 0.234
H 15.61248 13.59332 13.51774 0.084
O 10.26797 8.06399 10.91019 -0.457
P 11.20841 7.43792 12.08465 0.518
O 10.85372 6.03608 12.56977 -0.755
O 11.32987 8.55913 13.17585 -0.343
O 12.64027 7.56390 11.38430 0.300
P 14.22274 7.03942 11.65632 0.210
O 14.07250 5.47692 11.13694 -0.562
O 14.67562 7.27144 13.06086 -0.486
O 15.12784 7.70176 10.60755 -0.741
H 9.58404 7.41170 10.71985 0.292
H 13.75280 5.00896 11.87843 0.304
C 10.30728 9.13023 15.77964 -1.099
Sb 9.70766 9.72768 13.79493 1.007
C 8.44308 8.03769 13.34082 -1.417
C 11.32310 13.29327 15.15738 -1.528
C 10.02536 13.73926 15.27570 1.500
C 9.06165 13.19606 16.20294 -0.886
C 7.73354 13.56655 16.15194 -0.408
C 7.27899 14.53976 15.23981 -0.890
C 8.17026 15.19942 14.38286 -0.217
C 9.54276 14.95054 14.45860 1.153
C 10.56906 15.71327 13.78523 -2.237
Sb 11.14089 14.82357 11.60812 0.876
C 11.85552 16.77362 10.79324 -1.370
C 9.05658 15.11106 11.01310 -1.373
H 11.32234 8.67594 15.69759 0.263
H 9.57666 8.44909 16.24327 0.414
H 10.33496 10.03150 16.44107 0.258
H 9.03757 7.17649 13.63816 0.421
H 8.26464 8.05874 12.25914 0.254
H 7.47214 8.04401 13.85902 0.408
H 11.99453 13.80288 14.47365 -0.122
H 11.75369 12.51335 15.78629 0.211
H 9.32205 12.36626 16.82686 0.265
H 7.02015 13.16018 16.86935 0.372
H 6.25112 14.78898 15.24686 0.391
H 7.76725 15.86615 13.58526 0.146
H 11.54356 15.67900 14.32026 0.504
H 10.28638 16.68986 13.44384 0.611
H 11.21178 17.56204 11.21880 0.357
H 11.85978 16.85848 9.70119 0.323
H 12.86616 17.00273 11.09251 0.371
H 8.65886 16.09388 11.34204 0.315
H 8.50843 14.27967 11.41506 0.395
H 8.95391 15.02385 9.94862 0.414
C 16.91552 7.79926 17.78199 -1.201
Ge 16.52731 9.54407 17.05375 0.728
C 18.18494 10.45091 16.47422 -1.184
C 15.65091 10.81678 18.27783 -1.215
C 15.35779 9.18979 15.48592 -0.724
Se 15.31514 10.63534 14.17017 0.005
C 16.87637 10.28823 12.93739 -0.037
H 17.40444 7.92063 18.74085 0.376
H 17.56858 7.27694 17.07118 0.334
H 16.03792 7.17761 17.90132 0.360
H 18.79514 10.74324 17.33058 0.387
H 17.87864 11.34789 15.93651 0.322
H 18.78080 9.84970 15.69700 0.266
H 16.29810 11.67513 18.32600 0.377
H 15.59722 10.40086 19.28515 0.384
H 14.62067 11.04403 17.98541 0.322
H 14.35437 9.13984 15.82206 0.179
H 15.62572 8.29174 14.86788 0.327
H 17.77388 10.31066 13.51025 0.336
H 16.89934 11.07554 12.15540 -0.262
H 16.71970 9.36707 12.35714 0.228
Cl 10.27969 13.42492 6.63971 -0.201
C 11.94026 13.85112 7.29253 0.182
Cl 13.49476 13.57285 6.24937 -0.222
C 12.06292 13.04766 8.57728 0.196
O 11.44563 13.64703 9.59833 -0.595
O 12.71599 12.01462 8.53225 -0.671
H 11.88821 14.92061 7.43332 0.205
```

Results
**E_LUMO**: 3.35 eV
**Total charge**: -2
**HOMO**: 0.246 eV
**E**: -251795.806 eV
**Orbital gap**: 3.105 eV
**ΔE to the lowest compared entry with this formula, charge and spin**: 43.2 kcal per mole
**Maximum force**: 5.4 eV/A

=====

DFT (ωB97M-V/def2-TZVPD) results for one molecule with the formula C8H11NO.

The geometry in XYZ format:
```
21
Properties=species:S:1:pos:R:3:nbo_charge:R:1
C 1.28058 0.54857 -0.44094 -0.244
C 1.15279 -1.57618 0.98562 -0.414
C -0.79556 1.43260 1.69699 -0.713
N 0.50544 -0.39454 0.40722 -0.379
C -0.81228 0.06236 1.06350 0.763
C 0.28906 -0.23707 -1.21264 0.172
C 0.49123 -1.17604 -2.17917 -0.761
C -1.20530 0.62115 -1.08249 -0.188
C -2.13425 1.23558 -1.56875 -0.239
O -1.53710 -0.82987 1.44584 -0.531
H 1.08596 1.59831 -0.26047 0.223
H 2.31878 0.25077 -0.54792 0.239
H 1.86919 -1.98379 0.27543 0.237
H 0.38446 -2.31930 1.19306 0.240
H 1.64656 -1.28741 1.91511 0.202
H -0.43380 2.21387 1.03496 0.233
H -1.81307 1.68012 1.99569 0.253
H -0.16574 1.38633 2.59088 0.240
H -0.20355 -2.00015 -2.28969 0.210
H 1.07927 -0.93200 -3.05429 0.222
H -3.00266 1.70669 -1.96792 0.235
```

Results
**E_LUMO (alpha / beta)**: 0.13 / 0.13 eV
**HOMO (alpha / beta)**: -6.781 / -6.782 eV
**E**: -12005.037 eV
**Orbital gap (alpha / beta)**: 6.912 / 6.913 eV
**ΔE to the lowest compared entry with this formula, charge and spin**: 169.8 kcal per mole
**Maximum force**: 2.7 eV/A